--- i ---
Molecular formula: CH9NO2
Method: DFT, ωB97M-V/def2-TZVPD

Results
**HOMO-LUMO gap**: 0.37520 Eh
**Net charge**: 0
**HOMO energy**: -10.3995 eV

```
13
CH9NO2 | OMol25 | ωB97M-V/def2-TZVPD
H -0.00542 1.33911 -0.48126
C -1.37398 -0.57016 -0.83391
N -1.36678 0.63598 -0.00342
H 1.98261 -0.22124 0.48976
H -0.15320 0.40498 0.92377
H -0.48808 -0.85342 -1.40860
O 2.50643 -0.22253 -0.33636
H -2.27881 -0.62002 -1.44664
H 3.27324 -0.75901 -0.08692
H 0.71548 0.82483 2.20457
H -1.50112 -1.44870 -0.16883
O 0.61522 0.11060 1.56938
H -1.92559 1.37958 -0.42154
```

These are the Löwdin partial charges, in e, on atoms 1 to 5:
1. H 0.29
2. C -0.22
3. N -0.09
4. H -0.03
5. H -0.04

***

--- ii ---
Molecular formula: CH9NO2
Method: DFT, ωB97M-V/def2-TZVPD

Results
**HOMO-LUMO gap**: 0.29182 Eh
**Net charge**: 0
**HOMO energy**: -9.6384 eV

```
13
CH9NO2 | OMol25 | ωB97M-V/def2-TZVPD
H 0.59727 0.79615 -0.90392
H -0.44399 -1.42020 -2.43358
H -1.76643 0.75532 0.17191
H 2.21950 -1.39289 -0.33309
N -0.42528 -0.06816 1.66421
H 0.45957 -0.37703 1.24267
H -0.05342 0.80617 -0.26956
H -0.26161 0.43759 2.52954
H 0.32106 -0.79645 -1.11560
O -0.49411 -0.67748 -1.82274
O 1.40197 -0.91677 -0.42119
C -0.81480 0.92252 0.64923
H -0.73975 1.93124 1.04211
```

These are the Löwdin partial charges, in e, on atoms 1 to 5:
1. H 0.33
2. H 0.02
3. H 0.09
4. H -0.01
5. N 0.01

***

Which structure loses on stability? ii does.

***

--- i ---
Molecular formula: C20H24N2O6S
Method: DFT, ωB97M-V/def2-TZVPD

Results
**HOMO-LUMO gap**: 0.31049 Eh
**Net charge**: 0
**Structure (SMILES)**: CC(C)CNS(=O)(=O)c1ccc(OCC(=O)Nc2ccc3c(c2)OCCO3)cc1
**HOMO energy**: -7.8496 eV

```
53
C20H24N2O6S | OMol25 | ωB97M-V/def2-TZVPD
C -1.96424 -4.03378 -1.06025
H 0.60003 -4.91075 1.79161
H -0.15716 1.89252 -4.57663
H 0.83870 3.61688 -1.39573
C -0.27411 -1.86867 2.96197
C 0.58239 1.39314 2.11684
H 1.64754 -0.64138 -0.36915
H 2.52156 3.87882 -1.86233
N 0.51346 0.68142 -2.98940
C -0.96318 -3.71428 1.00042
H 0.98427 0.05576 -3.62064
C 1.04664 0.07655 0.16474
N 0.12550 -0.82505 3.82190
H -0.52816 -0.05129 3.83436
C -3.17033 -3.27786 -0.50853
C 0.90970 4.29989 -4.06506
H 1.94928 2.25054 -1.48014
C -0.12125 0.53305 -0.41085
O -2.75011 -2.21670 0.32486
C -1.34344 -1.61514 2.11287
H -3.75033 -2.82190 -1.31174
H 1.72209 5.01862 -3.99286
C 0.06446 -3.98106 1.89520
C 1.30697 2.98153 -3.40708
O -1.22845 -4.61072 0.00353
C 0.41328 -3.07151 2.87584
H -2.27475 -4.85947 -1.70126
H -1.90413 -0.69506 2.17526
C -0.91434 1.46352 0.23206
C 1.41913 -0.50678 4.09542
H -0.70319 2.31857 -2.95031
H -3.80497 -3.96637 0.06784
O 2.33125 -1.29149 4.20406
H -1.81686 1.80295 -0.25030
O -0.26701 -1.49481 -2.08395
H 2.17563 2.56947 -3.93174
O 0.76526 1.77207 3.41592
H 2.32005 0.13583 1.87036
C 1.67927 3.19585 -1.94320
C 1.64344 1.01156 4.22634
S -0.58579 -0.09599 -2.00849
H 2.69420 1.21999 3.99365
O -1.92460 0.32251 -2.31194
C 0.15606 1.97415 -3.52911
H 0.03487 4.71855 -3.57305
C 1.41299 0.51169 1.42521
C -0.56340 1.89713 1.49460
H 0.67457 4.15241 -5.11643
H -1.17663 2.59987 2.03695
H 1.23470 -3.27133 3.54207
H 1.44436 1.33849 5.25087
H -1.32866 -3.33387 -1.61681
C -1.69656 -2.52807 1.13226
```

These are the Löwdin partial charges, in e, on atoms 1 to 5:
1. C -0.14
2. H 0.12
3. H 0.13
4. H 0.08
5. C -0.23

***

--- ii ---
Molecular formula: C20H24N2O6S
Method: DFT, ωB97M-V/def2-TZVPD

Results
**HOMO-LUMO gap**: 0.32831 Eh
**Net charge**: 0
**Structure (SMILES)**: CCCOc1ccc([C@@H](CC(=O)O)NS(=O)(=O)c2ccc(NC(C)=O)cc2)cc1
**HOMO energy**: -8.4329 eV

```
53
C20H24N2O6S | OMol25 | ωB97M-V/def2-TZVPD
H -3.36601 3.34844 -2.52368
H 0.61763 3.67699 -4.05361
O 0.62576 5.44380 -2.34083
H -2.39388 5.44541 -3.18362
H 1.68185 -7.56513 6.03785
H 1.97842 1.04613 -0.06094
C 0.49313 2.51096 -0.49929
O -1.89516 -1.33483 -2.05316
C 0.93258 1.22825 0.17898
C 1.18670 -4.88952 3.89717
C -0.19319 3.06489 -3.69349
H 0.85953 1.20004 -3.89880
C 1.27017 -1.60176 1.23495
H -1.58977 7.40242 -1.69916
C 0.10463 -3.26015 2.52540
C -2.44553 2.87900 -2.83641
C 0.77918 -6.04924 4.80006
H 0.13702 -5.66318 5.59302
C -0.47477 5.85422 -2.65331
H 2.24790 -3.03511 2.46744
H 1.75588 -4.14604 4.47338
C -1.11464 -1.69128 1.16094
N -1.46005 5.06027 -3.15688
H 0.19347 -6.75709 4.21190
C -2.29757 1.50816 -2.75295
H -2.05238 -1.32497 0.77338
H 1.17907 -1.15162 -1.54260
O 0.00580 -4.30947 3.38148
N 0.47065 -0.43447 -1.56133
H 2.20687 -1.16165 0.92495
O -0.63874 2.92920 -0.47911
O -0.10813 -1.45637 -3.74943
C 0.05475 0.03478 -0.24864
C -1.09222 0.93573 -3.10632
H 2.57854 -6.04667 5.99668
C -1.36913 3.66166 -3.24463
C 0.07288 -1.09245 0.75368
C 1.99452 -6.74339 5.39923
S -0.73573 -0.75332 -2.67004
C 1.29581 -2.67112 2.11432
H -0.97266 0.39452 -0.36664
H -3.08571 0.87483 -2.37810
H -0.00448 7.90162 -2.29939
H 1.20392 3.96929 -1.54399
C -0.88176 7.30046 -2.51987
O 1.49274 3.13112 -1.09926
C -0.05401 1.69331 -3.61020
H 0.82253 1.36858 1.25605
H 2.63384 -7.14204 4.61459
C -1.10198 -2.75654 2.03436
H 1.81978 -5.25653 3.07696
H -1.34957 7.65638 -3.43457
H -2.01847 -3.22652 2.35348
```

These are the Löwdin partial charges, in e, on atoms 1 to 5:
1. H 0.12
2. H 0.13
3. O 0.05
4. H 0.15
5. H 0.07

***

Which structure loses on stability? i does.

***

--- i ---
Molecular formula: C4H13N2Si
Method: DFT, ωB97M-V/def2-TZVPD

Results
**HOMO-LUMO gap**: 0.36034 Eh
**Net charge**: +1
**Structure (SMILES)**: C/N=C/[C@H]([SiH3])[NH2+]C
**HOMO energy**: -13.1697 eV

```
20
C4H13N2Si | OMol25 | ωB97M-V/def2-TZVPD
H -1.70254 -0.80887 0.80696
H -2.34133 0.53255 0.65727
H 0.62010 0.24933 2.90958
Si 0.08113 1.34534 2.17361
H -1.36138 1.53109 2.64299
H 3.47316 -0.97647 -0.55720
C 2.59377 -0.95622 -1.37224
H -1.25099 -0.48416 -1.58354
N 1.55330 -0.13141 -0.98010
C -2.09368 -0.33305 -1.07096
H -0.23829 1.36866 -0.47667
H 0.77658 -1.25416 0.50378
N -1.58662 0.08938 0.27962
H -2.45602 0.59956 -1.60909
H 0.98609 2.47231 2.01710
H 3.06800 -0.72266 -2.38307
C 0.74470 -0.29787 -0.01668
C -0.25678 0.75237 0.35700
H 2.22348 -1.93328 -1.36956
H -2.83268 -1.04244 -0.92879
```

These are the Löwdin partial charges, in e, on atoms 1 to 5:
1. H 0.20
2. H 0.10
3. H -0.07
4. Si 0.78
5. H -0.04

***

--- ii ---
Molecular formula: C4H13N2Si
Method: DFT, ωB97M-V/def2-TZVPD

Results
**HOMO-LUMO gap**: 0.43341 Eh
**Net charge**: +1
**Structure (SMILES)**: C[Si](C)(C)NC=[NH2+]
**HOMO energy**: -14.9556 eV

```
20
C4H13N2Si | OMol25 | ωB97M-V/def2-TZVPD
C -1.37420 1.41616 -1.26071
N 1.89521 -0.56997 1.70838
H -1.67867 -1.94699 -0.52279
N 0.18368 0.90216 1.10714
H 2.02471 -0.92847 0.79551
H -2.45275 1.27739 -1.33946
H 2.38677 -0.03929 -0.62732
H 1.47493 -1.18675 -1.82162
H -1.10502 2.36402 -0.85053
C 1.17298 0.56715 1.83911
H -2.03973 -0.87509 0.82900
H 1.38990 1.25033 2.58896
H -1.08843 1.54205 -2.31852
H 1.62545 0.62486 -2.04759
C 1.42964 -0.26347 -1.31169
C -1.30125 -1.35692 0.19424
H 2.66762 -0.70954 2.36235
H -0.93913 -2.02524 0.97248
H -0.34249 1.78040 1.18651
Si -0.24784 -0.01016 -0.52469
```

These are the Löwdin partial charges, in e, on atoms 1 to 5:
1. C -0.14
2. N 0.16
3. H -0.01
4. N 0.04
5. H 0.05

***

Which structure loses on stability? i does.

***

--- i ---
Molecular formula: C4H9N3O2
Method: DFT, ωB97M-V/def2-TZVPD

Results
**HOMO-LUMO gap**: 0.26574 Eh
**Net charge**: 0
**Structure (SMILES)**: [H]/N=C\C=N\[H].OC1(O)CN1
**HOMO energy**: -8.0524 eV

```
18
C4H9N3O2 | OMol25 | ωB97M-V/def2-TZVPD
H -0.00410 -0.92272 0.97626
H 0.92959 -0.23973 -3.84559
C -0.27534 1.02718 1.50119
H 1.76556 -2.21114 -0.33879
H -0.94383 1.25270 -0.50211
O 0.49627 2.13736 1.73181
H -0.84951 -1.23936 -1.12377
H -2.29599 0.18883 2.11525
N -1.21907 1.12641 0.46933
H 1.09934 1.93971 2.45878
O 0.32387 -0.13482 1.74959
C 1.00388 -1.75889 -0.96679
H 2.51816 -1.08701 -2.34869
C -1.91372 1.12862 1.73846
N 0.56158 -0.57601 -2.95973
N -0.17417 -1.66106 -0.48603
H -2.46543 2.03026 1.97958
C 1.44291 -1.00034 -2.14874
```

These are the Löwdin partial charges, in e, on atoms 1 to 5:
1. H 0.14
2. H 0.06
3. C -0.69
4. H 0.11
5. H 0.12

***

--- ii ---
Molecular formula: C4H9N3O2
Method: DFT, ωB97M-V/def2-TZVPD

Results
**HOMO-LUMO gap**: 0.31689 Eh
**Net charge**: 0
**HOMO energy**: -8.5455 eV

```
18
C4H9N3O2 | OMol25 | ωB97M-V/def2-TZVPD
C 0.61052 -0.51842 0.65421
H 1.27559 0.77017 -2.24392
H 1.25925 1.79975 -0.97761
C -0.98307 0.39515 -0.84631
H 0.95166 1.25459 1.81554
C -1.20269 -1.00176 1.06809
N 0.42238 0.06632 -0.58445
O -1.49275 1.37995 -0.32042
H 0.87231 -1.57143 0.56647
H 2.40413 0.31936 1.48582
H -1.66288 -0.40964 1.89331
H -1.14909 -1.09478 -2.18287
H -2.36460 0.08260 -2.23867
N -1.38585 -0.11611 -2.06786
O -1.59094 -2.12360 0.81258
H 1.27757 -0.29263 2.67801
C 1.33752 0.23787 1.72457
N 1.42093 0.82258 -1.23648
```

These are the Löwdin partial charges, in e, on atoms 1 to 5:
1. C -0.26
2. H 0.08
3. H 0.09
4. C -0.56
5. H 0.08

***

Which structure loses on stability? i does.